DFT (ωB97M-V/def2-TZVPD) results for a cluster of 15 separate species, C48H108Cl8N4O25 in total in a non-equilibrium geometry.

Each atom is followed by the atoms it is bonded to, with distances in Å.
Element x y z (Å)
1 C 27.930 -32.115 10.661  C2 1.556, H7 1.090, H8 1.090, H9 1.090
2 C 26.596 -31.718 9.964  C1 1.556, C3 1.544, N6 1.454, H10 1.090
3 C 26.723 -31.467 8.446  C2 1.544, O4 1.455, H11 1.090, H12 1.090
4 O 27.627 -30.358 8.181  C3 1.455, C5 1.418
5 C 27.197 -29.036 8.462  O4 1.418, H13 1.090, H14 1.090, H15 1.090
6 N 25.638 -32.774 10.251  C2 1.454, H16 1.010, H17 1.010
7 H 28.285 -33.126 10.464  C1 1.090
8 H 28.009 -31.991 11.741  C1 1.090
9 H 28.788 -31.583 10.250  C1 1.090
10 H 26.140 -30.882 10.494  C2 1.090
11 H 25.808 -31.346 7.865  C3 1.090
12 H 27.185 -32.343 7.992  C3 1.090
13 H 28.038 -28.406 8.751  C5 1.090
14 H 26.411 -28.960 9.213  C5 1.090
15 H 26.828 -28.493 7.592  C5 1.090
16 H 25.559 -32.832 11.256  N6 1.010
17 H 24.698 -32.554 9.953  N6 1.010
18 C 23.242 -14.080 18.037  C19 1.550, H24 1.090, H25 1.090, H26 1.090
19 C 23.553 -12.960 17.013  C18 1.550, C20 1.555, N23 1.444, H27 1.090
20 C 22.333 -12.558 16.136  C19 1.555, O21 1.444, H28 1.090, H29 1.090
21 O 21.740 -13.677 15.443  C20 1.444, C22 1.402
22 C 22.457 -14.215 14.366  O21 1.402, H30 1.090, H31 1.090, H32 1.090
23 N 24.333 -11.945 17.682  C19 1.444, H33 1.010, H34 1.010
24 H 23.977 -14.884 18.015  C18 1.090
25 H 22.300 -14.546 17.747  C18 1.090
26 H 23.186 -13.716 19.063  C18 1.090
27 H 24.290 -13.486 16.405  C19 1.090
28 H 22.616 -11.749 15.462  C20 1.090
29 H 21.547 -12.223 16.813  C20 1.090
30 H 22.761 -13.416 13.689  C22 1.090
31 H 21.876 -14.886 13.733  C22 1.090
32 H 23.418 -14.662 14.623  C22 1.090
33 H 24.528 -11.169 17.065  N23 1.010
34 H 23.703 -11.382 18.235  N23 1.010
35 C 25.109 -20.392 8.132  C36 1.559, H41 1.090, H42 1.090, H43 1.090
36 C 26.578 -20.124 8.582  C35 1.559, C37 1.611, N40 1.459, H44 1.090
37 C 26.806 -18.552 8.846  C36 1.611, O38 1.426, H45 1.090, H46 1.090
38 O 26.712 -17.728 7.686  C37 1.426, C39 1.419
39 C 26.787 -16.337 7.955  O38 1.419, H47 1.090, H48 1.090, H49 1.090
40 N 26.895 -20.828 9.820  C36 1.459, H50 1.010, H51 1.010
41 H 24.435 -20.282 8.981  C35 1.090
42 H 25.049 -21.419 7.773  C35 1.090
43 H 24.760 -19.773 7.305  C35 1.090
44 H 27.197 -20.517 7.776  C36 1.090
45 H 27.793 -18.344 9.258  C37 1.090
46 H 26.130 -18.105 9.575  C37 1.090
47 H 26.127 -15.759 8.602  C39 1.090
48 H 26.635 -15.752 7.047  C39 1.090
49 H 27.818 -16.150 8.258  C39 1.090
50 H 27.652 -20.395 10.330  N40 1.010
51 H 26.140 -20.751 10.486  N40 1.010
52 C 23.126 -24.262 15.471  C53 1.525, H58 1.090, H59 1.090, H60 1.090
53 C 22.744 -22.995 16.229  C52 1.525, C54 1.538, N57 1.453, H61 1.090
54 C 22.929 -23.104 17.752  C53 1.538, O55 1.420, H62 1.090, H63 1.090
55 O 22.428 -21.933 18.378  C54 1.420, C56 1.382
56 C 22.444 -22.026 19.757  O55 1.382, H64 1.090, H65 1.090, H66 1.090
57 N 23.578 -21.903 15.756  C53 1.453, H67 1.010, H68 1.010
58 H 22.689 -25.153 15.922  C52 1.090
59 H 24.179 -24.516 15.591  C52 1.090
60 H 22.998 -24.240 14.389  C52 1.090
61 H 21.708 -22.834 15.931  C53 1.090
62 H 23.975 -23.257 18.022  C54 1.090
63 H 22.318 -23.967 18.017  C54 1.090
64 H 23.456 -22.224 20.110  C56 1.090
65 H 21.739 -22.775 20.119  C56 1.090
66 H 22.023 -21.107 20.166  C56 1.090
67 H 23.259 -21.081 16.249  N57 1.010
68 H 24.518 -22.075 16.081  N57 1.010
69 C 34.821 -20.657 14.196  C70 1.504, H76 1.090, H77 1.090, H78 1.090
70 C 33.775 -19.586 14.048  C69 1.504, O71 1.463, H79 1.090, H80 1.090
71 O 32.490 -20.139 14.479  C70 1.463, C72 1.377
72 C 32.047 -20.178 15.782  O71 1.377, O73 1.256, O74 1.333
73 O 31.065 -20.891 16.108  C72 1.256
74 O 32.733 -19.346 16.567  C72 1.333, C75 1.419
75 C 32.541 -19.388 17.972  O74 1.419, H81 1.090, H82 1.090, H83 1.090
76 H 34.618 -21.287 15.063  C69 1.090
77 H 35.846 -20.318 14.348  C69 1.090
78 H 34.820 -21.377 13.378  C69 1.090
79 H 33.850 -19.275 13.006  C70 1.090
80 H 33.960 -18.653 14.579  C70 1.090
81 H 31.695 -18.736 18.189  C75 1.090
82 H 33.413 -18.928 18.436  C75 1.090
83 H 32.322 -20.393 18.335  C75 1.090
84 C 27.863 -7.364 12.046  C85 1.554, H91 1.090, H92 1.090, H93 1.090
85 C 26.382 -7.824 11.947  C84 1.554, O86 1.388, H94 1.090, H95 1.090
86 O 25.392 -6.950 12.372  C85 1.388, C87 1.350
87 C 25.225 -6.601 13.665  O86 1.350, O88 1.195, O89 1.316
88 O 25.917 -6.886 14.596  C87 1.195
89 O 24.076 -5.963 13.744  C87 1.316, C90 1.426
90 C 23.459 -5.824 15.022  O89 1.426, H96 1.090, H97 1.090, H98 1.090
91 H 28.420 -8.226 11.678  C84 1.090
92 H 28.111 -6.927 13.013  C84 1.090
93 H 28.048 -6.570 11.322  C84 1.090
94 H 26.369 -8.686 12.614  C85 1.090
95 H 26.148 -8.095 10.917  C85 1.090
96 H 24.023 -5.219 15.731  C90 1.090
97 H 23.405 -6.810 15.483  C90 1.090
98 H 22.421 -5.492 15.001  C90 1.090
99 C 36.807 -11.085 2.471  C100 1.511, H106 1.090, H107 1.090, H108 1.090
100 C 36.218 -12.427 2.103  C99 1.511, O101 1.453, H109 1.090, H110 1.090
101 O 35.828 -13.129 3.314  C100 1.453, C102 1.319
102 C 36.684 -13.827 4.035  O101 1.319, O103 1.251, O104 1.349
103 O 37.904 -13.908 3.768  C102 1.251
104 O 36.094 -14.562 5.000  C102 1.349, C105 1.437
105 C 34.710 -14.381 5.341  O104 1.437, H111 1.090, H112 1.090, H113 1.090
106 H 36.983 -10.462 1.594  C99 1.090
107 H 37.838 -11.296 2.757  C99 1.090
108 H 36.457 -10.501 3.322  C99 1.090
109 H 36.852 -13.078 1.501  C100 1.090
110 H 35.316 -12.242 1.521  C100 1.090
111 H 34.449 -13.379 5.679  C105 1.090
112 H 34.336 -15.020 6.141  C105 1.090
113 H 34.125 -14.583 4.443  C105 1.090
114 C 20.808 -20.189 0.773  C115 1.539, H121 1.090, H122 1.090, H123 1.090
115 C 19.512 -20.687 1.437  C114 1.539, O116 1.415, H124 1.090, H125 1.090
116 O 19.122 -21.923 0.871  C115 1.415, C117 1.402
117 C 19.666 -23.091 1.424  O116 1.402, O118 1.218, O119 1.356
118 O 20.229 -23.247 2.492  C117 1.218
119 O 19.084 -24.071 0.688  C117 1.356, C120 1.413
120 C 18.957 -25.420 1.088  O119 1.413, H126 1.090, H127 1.090, H128 1.090
121 H 20.936 -19.120 0.941  C114 1.090
122 H 20.630 -20.312 -0.295  C114 1.090
123 H 21.725 -20.740 0.982  C114 1.090
124 H 18.729 -19.981 1.161  C115 1.090
125 H 19.553 -20.782 2.522  C115 1.090
126 H 19.889 -25.937 1.316  C120 1.090
127 H 18.479 -25.934 0.255  C120 1.090
128 H 18.306 -25.445 1.962  C120 1.090
129 C 29.086 -25.269 0.754  C130 1.500, H136 1.090, H137 1.090, H138 1.090
130 C 30.544 -25.500 1.018  C129 1.500, O131 1.431, H139 1.090, H140 1.090
131 O 30.873 -26.483 0.032  C130 1.431, C132 1.324
132 C 32.100 -26.632 -0.445  O131 1.324, O133 1.228, O134 1.361
133 O 33.054 -26.078 0.092  C132 1.228
134 O 32.127 -27.592 -1.409  C132 1.361, C135 1.404
135 C 33.423 -28.007 -1.753  O134 1.404, H141 1.090, H142 1.090, H143 1.090
136 H 28.620 -24.694 1.555  C129 1.090
137 H 28.562 -26.222 0.687  C129 1.090
138 H 28.899 -24.721 -0.169  C129 1.090
139 H 30.662 -25.890 2.029  C130 1.090
140 H 31.108 -24.568 0.988  C130 1.090
141 H 33.442 -28.839 -2.457  C135 1.090
142 H 33.992 -28.431 -0.925  C135 1.090
143 H 34.008 -27.195 -2.185  C135 1.090
144 C 25.622 -13.305 -1.588  C145 1.559, H151 1.090, H152 1.090, H153 1.090
145 C 27.156 -13.324 -1.868  C144 1.559, O146 1.504, H154 1.090, H155 1.090
146 O 28.012 -13.287 -0.633  C145 1.504, C147 1.336
147 C 28.100 -14.215 0.324  O146 1.336, O148 1.247, O149 1.359
148 O 28.688 -13.990 1.400  C147 1.247
149 O 27.518 -15.383 -0.053  C147 1.359, C150 1.401
150 C 27.495 -16.515 0.773  O149 1.401, H156 1.090, H157 1.090, H158 1.090
151 H 24.998 -13.287 -2.481  C144 1.090
152 H 25.357 -12.456 -0.959  C144 1.090
153 H 25.392 -14.202 -1.012  C144 1.090
154 H 27.389 -12.503 -2.547  C145 1.090
155 H 27.482 -14.148 -2.503  C145 1.090
156 H 28.393 -16.607 1.384  C150 1.090
157 H 27.532 -17.409 0.150  C150 1.090
158 H 26.514 -16.451 1.245  C150 1.090
159 C 22.222 -4.881 4.018  C160 1.610, H166 1.090, H167 1.090, H168 1.090
160 C 23.218 -4.797 5.280  C159 1.610, O161 1.422, H169 1.090, H170 1.090
161 O 24.563 -4.875 4.824  C160 1.422, C162 1.362
162 C 25.173 -6.090 4.731  O161 1.362, O163 1.252, O164 1.347
163 O 24.636 -7.179 5.030  C162 1.252
164 O 26.358 -5.914 4.114  C162 1.347, C165 1.435
165 C 27.166 -7.058 3.803  O164 1.435, H171 1.090, H172 1.090, H173 1.090
166 H 22.302 -5.910 3.670  C159 1.090
167 H 22.440 -4.253 3.154  C159 1.090
168 H 21.186 -4.767 4.337  C159 1.090
169 H 22.994 -5.685 5.873  C160 1.090
170 H 23.071 -3.832 5.764  C160 1.090
171 H 26.619 -7.940 3.470  C165 1.090
172 H 27.681 -7.324 4.726  C165 1.090
173 H 27.975 -6.878 3.096  C165 1.090
174 C 20.704 -12.110 6.325  Cl175 1.798, Cl176 1.753, H177 1.090, H178 1.090
175 Cl 18.974 -11.629 6.427  C174 1.798
176 Cl 20.868 -13.850 6.188  C174 1.753
177 H 21.202 -11.745 5.427  C174 1.090
178 H 21.284 -11.739 7.170  C174 1.090
179 C 35.279 -23.154 5.543  Cl180 1.710, Cl181 1.809, H182 1.090, H183 1.090
180 Cl 33.835 -22.366 6.013  C179 1.710
181 Cl 36.734 -22.269 6.154  C179 1.809
182 H 35.280 -24.175 5.924  C179 1.090
183 H 35.357 -23.168 4.456  C179 1.090
184 C 30.458 -27.189 14.030  Cl185 1.787, Cl186 1.797, H187 1.090, H188 1.090
185 Cl 32.147 -27.097 13.454  C184 1.787
186 Cl 30.200 -28.113 15.549  C184 1.797
187 H 30.109 -26.178 14.241  C184 1.090
188 H 29.840 -27.544 13.205  C184 1.090
189 C 19.235 -26.392 8.216  Cl190 1.750, Cl191 1.701, H192 1.090, H193 1.090
190 Cl 20.247 -27.767 7.831  C189 1.750
191 Cl 18.589 -26.627 9.772  C189 1.701
192 H 19.835 -25.482 8.208  C189 1.090
193 H 18.413 -26.334 7.502  C189 1.090

Energy relative to the best compared isomer or geometry (same formula, charge and spin) ... 71.9 kcal/mol
LUMO level ... 0.30 eV
Charge ... 0